Record 1
Density functional theory data (ωB97M-V/def2-TZVPD) for one molecule with the formula C3H5I at a distorted geometry.

The geometry in ORCA input format:
```
! wB97M-V def2-TZVPD RIJCOSX def2/J DEFGRID3
* xyz 0 1
C -2.097 1.432 -0.463
C -1.129 0.515 -0.343
C 1.487 -1.113 0.746
I 0.514 0.892 1.049
H -2.678 1.247 -1.346
H -2.436 2.261 0.260
H 2.609 -1.097 1.001
H 1.372 -1.226 -0.425
H 1.015 -1.898 1.290
*
```

## Properties
energy relative to the best compared isomer or geometry (same formula, charge and spin) = 100.29 kcal per mole
HOMO energy = -0.285 Ha
orbital gap = 7.56 eV

The molecule's Mulliken atomic charges, reported in e, are given here: C -0.47; C -0.37; C -0.84; I 0.31; H 0.23; H 0.22; H 0.31; H 0.27; H 0.32



Record 2
Density functional theory data (ωB97M-V/def2-TZVPD) for one molecule with the formula C3H5I2NOS at a distorted geometry.

The geometry in ORCA input format:
```
! wB97M-V def2-TZVPD RIJCOSX def2/J DEFGRID3
* xyz 0 1
C 0.549 0.334 0.075
C -0.287 -0.135 -1.116
C -0.226 -0.961 0.163
N -1.388 -0.909 0.929
O -3.398 -1.982 1.850
S -2.730 -1.644 0.283
I 0.460 -3.020 -0.269
I -4.090 0.250 -0.369
H 1.692 0.338 -0.057
H 0.197 1.079 0.649
H -1.248 0.395 -1.283
H 0.375 -0.664 -1.880
H -1.340 -0.884 1.934
*
```

## Properties
energy relative to the best compared isomer or geometry (same formula, charge and spin) = 28.35 kcal per mole
HOMO energy = -0.352 Ha
orbital gap = 8.33 eV

The molecule's Mulliken atomic charges, reported in e, are given here: C -0.58; C -0.33; C 0.06; N -0.23; O -0.57; S 0.38; I 0.05; I 0.05; H 0.19; H 0.34; H 0.08; H 0.24; H 0.32



Record 3
Density functional theory data (ωB97M-V/def2-TZVPD) for C3H5I3 as an isolated structure at a distorted geometry.

The geometry in ORCA input format:
```
! wB97M-V def2-TZVPD RIJCOSX def2/J DEFGRID3
* xyz 0 1
C 1.384 -0.744 0.515
C -1.318 0.269 -0.145
C 0.177 0.546 -0.461
I 1.248 -2.846 -0.035
I -2.809 1.306 -1.279
I 0.564 2.507 0.281
H 1.115 -0.884 1.572
H 2.309 -0.255 0.289
H -1.555 -0.788 -0.153
H -1.572 0.547 0.896
H 0.458 0.342 -1.482
*
```

## Properties
energy relative to the best compared isomer or geometry (same formula, charge and spin) = 0.00 kcal per mole
HOMO energy = -0.341 Ha
orbital gap = 9.19 eV

The molecule's Mulliken atomic charges, reported in e, are given here: C -0.82; C -1.03; C -0.50; I 0.04; I 0.06; I 0.13; H 0.37; H 0.43; H 0.41; H 0.45; H 0.47



Record 4
Density functional theory data (ωB97M-V/def2-TZVPD) for C3H5I3N as an isolated structure at a distorted geometry.

The geometry in ORCA input format:
```
! wB97M-V def2-TZVPD RIJCOSX def2/J DEFGRID3
* xyz 1 1
C 0.398 -1.426 -0.853
C 3.967 -0.368 -0.560
C -0.589 -1.224 -0.115
N -1.528 -0.901 0.747
I 4.306 -1.471 1.090
I 4.552 1.552 -0.830
I -0.342 2.659 1.086
H 0.921 -1.421 -1.763
H 4.055 -0.896 -1.442
H -2.099 -0.096 0.635
H -1.345 3.473 0.190
H -1.689 -1.261 1.693
*
```

## Properties
energy relative to the best compared isomer or geometry (same formula, charge and spin) = 84.53 kcal per mole
HOMO energy (alpha / beta) = -0.419 / -0.419 Ha
orbital gap (alpha / beta) = 4.01 / 4.01 eV

The molecule's Mulliken atomic charges, reported in e, are given here: C -0.57; C -0.45; C 0.13; N -0.37; I 0.49; I 0.47; I -0.12; H 0.43; H 0.40; H 0.23; H 0.12; H 0.24



Record 5
Density functional theory data (ωB97M-V/def2-TZVPD) for C3H5IN2 as an isolated structure at a distorted geometry.

The geometry in ORCA input format:
```
! wB97M-V def2-TZVPD RIJCOSX def2/J DEFGRID3
* xyz 0 1
C 0.796 0.092 -0.265
C 0.703 -1.298 0.107
C -1.369 0.948 0.016
N -0.013 1.081 -0.335
N -1.864 -0.363 0.279
I -3.696 -0.668 -0.425
H 1.703 0.297 -0.742
H 1.522 -1.921 -0.387
H 0.170 -1.718 0.892
H -1.408 1.508 0.926
H -1.964 1.534 -0.609
*
```

## Properties
energy relative to the best compared isomer or geometry (same formula, charge and spin) = 82.16 kcal per mole
HOMO energy (alpha / beta) = -0.317 / -0.334 Ha
orbital gap (alpha / beta) = 7.57 / 8.26 eV

The molecule's Mulliken atomic charges, reported in e, are given here: C 0.08; C -0.76; C -0.32; N -0.51; N -0.41; I 0.12; H 0.37; H 0.22; H 0.40; H 0.31; H 0.49



Record 6
Density functional theory data (ωB97M-V/def2-TZVPD) for one molecule with the formula C3H5IO at a distorted geometry.

The geometry in ORCA input format:
```
! wB97M-V def2-TZVPD RIJCOSX def2/J DEFGRID3
* xyz 0 3
C 1.219 -1.123 1.986
C 0.412 -0.457 1.140
C -0.688 1.784 -0.707
O -2.046 1.822 -1.129
I -0.462 1.600 1.443
H 1.543 -0.645 2.899
H 1.500 -2.152 1.938
H -0.041 -0.948 0.254
H -0.527 2.920 -0.812
H -2.462 1.062 -1.527
*
```

## Properties
energy relative to the best compared isomer or geometry (same formula, charge and spin) = 63.36 kcal per mole
HOMO energy (alpha / beta) = -0.209 / -0.343 Ha
orbital gap (alpha / beta) = 6.19 / 7.69 eV

The molecule's Mulliken atomic charges, reported in e, are given here: C -0.53; C -0.31; C -0.27; O -0.41; I 0.18; H 0.17; H 0.26; H 0.29; H 0.30; H 0.31



Record 7
Density functional theory data (ωB97M-V/def2-TZVPD) for a 2-piece molecular cluster, C3H5IO2S overall at a distorted geometry.

The geometry in ORCA input format:
```
! wB97M-V def2-TZVPD RIJCOSX def2/J DEFGRID3
* xyz 0 1
C 1.533 -0.167 -0.184
C 0.957 1.284 -0.220
C 0.385 0.216 0.589
O -1.988 -1.780 1.161
O -1.828 -1.771 -1.315
S -1.733 -1.035 -0.033
I -3.452 0.782 -0.059
H 1.693 -0.743 -1.074
H 2.398 -0.339 0.560
H 1.598 2.092 0.251
H 0.573 1.476 -1.184
H -0.137 -0.017 1.510
*
```

## Properties
energy relative to the best compared isomer or geometry (same formula, charge and spin) = 49.92 kcal per mole
HOMO energy (alpha / beta) = -0.333 / -0.333 Ha
orbital gap (alpha / beta) = 7.04 / 7.04 eV

The molecule's Mulliken atomic charges, reported in e, are given here: C -0.47; C -0.40; C -0.23; O -0.48; O -0.52; S 0.65; I -0.05; H 0.30; H 0.19; H 0.23; H 0.28; H 0.50



Record 8
Density functional theory data (ωB97M-V/def2-TZVPD) for one molecule with the formula C3H5IO3 at a distorted geometry.

The geometry in ORCA input format:
```
! wB97M-V def2-TZVPD RIJCOSX def2/J DEFGRID3
* xyz 0 1
O -0.144 2.246 2.351
C 0.464 1.355 1.897
I 2.613 1.227 2.022
C -0.164 0.058 1.066
O -1.540 0.237 1.082
C 0.402 -0.072 -0.341
O 0.347 1.193 -0.952
H 0.058 -0.823 1.672
H -1.743 1.088 0.670
H 1.423 -0.470 -0.310
H -0.243 -0.797 -0.863
H 0.673 1.116 -1.856
*
```

## Properties
SMILES string = O=C(I)[C@@H](O)CO
energy relative to the best compared isomer or geometry (same formula, charge and spin) = 0.00 kcal per mole
HOMO energy = -0.358 Ha
orbital gap = 10.22 eV

The molecule's Mulliken atomic charges, reported in e, are given here: O -0.40; C 0.31; I -0.03; C -0.17; O -0.54; C -0.49; O -0.48; H 0.43; H 0.38; H 0.37; H 0.32; H 0.30



Record 9
Density functional theory data (ωB97M-V/def2-TZVPD) for C3H5IrO3 as an isolated structure at a distorted geometry.

The geometry in ORCA input format:
```
! wB97M-V def2-TZVPD RIJCOSX def2/J DEFGRID3
* xyz 3 6
H -1.532 1.244 -0.229
C -2.779 0.986 0.376
C -1.876 -0.130 0.048
O -1.004 -0.472 1.016
C -0.652 -1.767 1.273
O -0.994 -1.849 2.531
H -3.285 1.435 -0.499
H -2.269 -0.971 -0.534
H -0.629 -2.633 2.976
Ir -1.638 0.205 3.126
O -2.856 1.220 2.029
H -3.690 0.596 0.891
*
```

## Properties
energy relative to the best compared isomer or geometry (same formula, charge and spin) = 161.07 kcal per mole
HOMO energy (alpha / beta) = -0.909 / -0.926 Ha
orbital gap (alpha / beta) = 7.86 / 6.02 eV

The molecule's Mulliken atomic charges, reported in e, are given here: H 0.41; C -0.26; C 0.06; O -0.23; C 0.11; O -0.36; H 0.48; H 0.54; H 0.47; Ir 1.80; O -0.39; H 0.37



Record 10
Density functional theory data (ωB97M-V/def2-TZVPD) for C3H5KLiMgO4 as an isolated structure at a distorted geometry.

The geometry in ORCA input format:
```
! wB97M-V def2-TZVPD RIJCOSX def2/J DEFGRID3
* xyz 1 1
H 1.143 -1.835 -0.694
Li -0.083 2.221 -1.165
O 2.528 -0.601 0.184
O 0.376 -0.617 0.767
C -0.980 -1.089 0.500
C -1.667 -0.064 -0.402
O -1.396 1.238 0.009
C 1.398 -0.987 -0.033
H -0.936 -2.091 0.055
H -1.455 -1.144 1.487
H -2.747 -0.299 -0.387
H -1.323 -0.232 -1.443
O 1.326 2.106 -0.010
Mg 0.094 1.490 1.234
K 3.722 1.904 -0.102
*
```

## Properties
energy relative to the best compared isomer or geometry (same formula, charge and spin) = 0.00 kcal per mole
HOMO energy = -0.425 Ha
orbital gap = 7.76 eV

The molecule's Mulliken atomic charges, reported in e, are given here: H 0.37; Li 0.83; O -0.49; O -0.28; C -0.54; C -0.19; O -0.79; C 0.35; H 0.42; H 0.24; H 0.34; H 0.25; O -1.30; Mg 0.77; K 1.03